Version A
The following is a quantum chemistry calculation of an isolated ion of composition C2H5N2O and charge +1, from the Open Molecules 2025 dataset.

Properties
**Charge**: +1

Geometry (Å):
C -1.22727 -0.17470 -0.05669
N 0.65153 1.55522 -0.01265
H 2.08468 0.09250 0.17938
C 1.02790 0.36627 0.16393
H 0.94419 2.49847 -0.20670
H -1.41159 -0.47221 -1.10886
H -1.94902 -0.70943 0.59604
H 0.37736 -1.56450 0.49601
N 0.13694 -0.59608 0.33344
O -1.35923 1.11230 0.19126

Mulliken atomic charges, in units of e: -0.14, -0.13, 0.40, 0.10, 0.28, 0.32, 0.30, 0.24, -0.10, -0.27

***

Version B
The following is a quantum chemistry calculation of an isolated ion of composition C2H5N2O and charge +1, from the Open Molecules 2025 dataset.

Properties
**SMILES**: N#[N+]CCO
**Charge**: +1

Geometry (Å):
C 0.68085 -0.19767 -0.89257
N 0.60198 1.53878 -2.50829
H 0.12466 -0.32416 1.29010
N 0.77728 0.81420 -1.73879
H 1.53313 -0.61309 -0.32956
C -0.39698 0.22594 0.46509
O -1.55564 -0.26490 0.21358
H 0.28706 -1.05789 -1.58737
H -2.15496 0.35198 -0.02797
H -0.18870 1.35906 0.56702

Mulliken atomic charges, in units of e: -0.28, -0.15, 0.32, 0.52, 0.33, -0.41, -0.36, 0.31, 0.31, 0.41

***

Each structure's energy above the most stable one, in hartree: version A 0.0366; version B 0.0000.

***

Version A
The following is a quantum chemistry calculation of a 2-piece molecular cluster, C3H10NS overall, from the Open Molecules 2025 dataset.

Properties
**Charge**: -1

Geometry (Å):
H -1.01379 -2.38365 -1.72398
H 3.99229 0.60827 0.01248
H -1.81431 0.09393 0.61233
C -2.68084 -0.20710 0.02770
H -3.36949 0.63384 -0.09534
C 3.01059 0.26952 0.35044
H -1.87599 -0.33375 -1.86699
H -3.34115 -0.90782 0.55792
C -1.86894 -2.21516 -1.07573
H 3.17980 -0.32977 1.24682
H -2.61342 -2.98539 -1.28414
H -1.43465 -2.30528 -0.07573
S 1.96958 1.68261 0.95562
H 2.61926 -0.34470 -0.46598
N -2.44720 -0.88029 -1.24094

Mulliken atomic charges, in units of e: 0.33, 0.20, 0.32, -0.88, 0.30, -0.74, 0.25, 0.34, -0.81, 0.16, 0.24, 0.29, -0.78, 0.18, -0.38

***

Version B
The following is a quantum chemistry calculation of a 2-piece molecular cluster, C3H10NS overall, from the Open Molecules 2025 dataset.

Properties
**Charge**: -1

Geometry (Å):
C 3.75315 -1.23174 -0.90060
H -3.12762 0.47466 -1.16184
S 2.34580 -1.50009 0.44736
N -2.06833 1.25592 0.68627
C -2.11675 0.88287 -0.71882
H 4.34384 -2.17387 -0.94455
H 4.44082 -0.47361 -0.43852
H -2.20513 1.77386 -1.47998
H -1.58503 2.11452 1.01882
H -0.48936 -0.05215 1.80664
H -2.14894 0.16287 2.53623
C -1.57681 0.09315 1.53990
H -1.84010 -0.71977 0.87259
H 3.61724 -0.80191 -2.04519
H -1.34279 0.19529 -1.21832

Mulliken atomic charges, in units of e: -0.75, 0.23, -0.74, -0.34, -0.77, 0.17, 0.15, 0.27, 0.23, 0.22, 0.21, -0.66, 0.28, 0.18, 0.31

***

Version C
The following is a quantum chemistry calculation of a 2-piece molecular cluster, C3H10NS overall, from the Open Molecules 2025 dataset.

Properties
**Charge**: -1

Geometry (Å):
H 0.42285 -0.04294 4.09537
H -1.77702 -0.26487 2.73198
H 0.74565 -1.48654 2.89733
H 0.79194 -1.45292 -1.74887
H 2.11893 -0.09150 -1.67848
H -1.38491 -0.19314 0.37000
H 0.32610 -0.12044 0.43034
N -0.59694 -0.57811 0.90318
C -0.79568 0.01154 2.25214
C 1.22635 -0.46602 -2.16641
S -0.29198 0.71720 -2.09459
H 1.38992 -0.44916 -3.21545
H -0.83671 1.15389 2.16313
H 1.37193 0.20686 2.62730
C 0.51627 -0.32680 3.00068

Mulliken atomic charges, in units of e: 0.30, 0.34, 0.25, 0.18, 0.22, 0.24, 0.16, -0.62, -0.22, -0.80, -0.75, 0.24, 0.20, 0.32, -1.08

***

Version D
The following is a quantum chemistry calculation of a 2-piece molecular cluster, C3H10NS overall, from the Open Molecules 2025 dataset.

Properties
**Charge**: -1

Geometry (Å):
H 1.51294 -1.51462 2.32001
C -1.58433 1.06783 -0.87135
H 3.19971 -1.36603 1.77278
C -2.73184 0.62850 0.03648
H -3.01805 1.44138 0.71072
H -1.61386 -0.86602 -1.54723
H -2.40076 -0.23721 0.60770
H -0.77596 1.43581 -0.22770
H 2.09385 -2.38391 0.89238
S 1.72564 0.02686 0.44122
C 2.15911 -1.44262 1.44262
H -1.93255 1.88915 -1.51470
H -3.62638 0.36616 -0.53186
H -0.11033 -0.19288 -1.48848
N -1.08882 -0.02112 -1.70831

Mulliken atomic charges, in units of e: 0.18, -0.08, 0.20, -1.16, 0.34, 0.21, 0.30, 0.17, 0.20, -0.71, -0.76, 0.21, 0.29, 0.27, -0.66

***

Each structure's energy above the most stable one, in hartree: version A 0.0297; version B 0.0820; version C 0.0379; version D 0.0000.

***

Version A
The following is a quantum chemistry calculation of a 2-piece molecular cluster, C5H14N2O2 overall, from the Open Molecules 2025 dataset.

Properties
**SMILES**: C[C@@H](N)CO.CC(N)=O

Geometry (Å):
H 2.25834 1.34597 -0.66893
H 1.72830 -1.60929 -2.42276
N -1.74031 0.43555 1.74108
H -0.40068 -1.71726 -0.55521
H 1.49962 0.62363 -1.97736
H -0.02883 0.25107 0.01471
H -3.13436 1.85165 -0.20729
C -2.08862 1.59412 -0.37766
H 0.99333 -0.90459 1.84825
O 0.79396 -1.67098 -2.18845
H 2.64835 -0.90711 1.15403
N 1.93088 0.47815 -1.07186
C -1.75537 0.29854 0.35126
H 1.27615 -2.42332 -0.31618
H -2.00636 -0.38639 2.26149
O -2.07553 -0.80367 -0.12987
C 1.10046 -0.27200 -0.19226
C 0.70104 -1.61313 -0.78084
C 1.69423 -0.38400 1.19920
H -1.83703 1.34775 2.15496
H 1.86089 0.60286 1.62957
H -1.94824 1.44843 -1.44685
H -1.47020 2.41402 -0.01904

Mulliken atomic charges, in units of e: 0.25, 0.36, -0.40, 0.31, 0.21, -0.69, 0.38, -1.32, 0.34, -0.58, 0.48, -0.70, 0.88, 0.30, 0.25, -0.70, 1.69, -0.59, -1.76, 0.20, 0.40, 0.34, 0.36

***

Version B
The following is a quantum chemistry calculation of a 2-piece molecular cluster, C5H14N2O2 overall, from the Open Molecules 2025 dataset.

Properties
**SMILES**: CCNC(C)=O.CNO

Geometry (Å):
H -0.26143 1.94042 -2.39751
N -0.04487 0.76973 1.28309
H 1.31496 -0.23699 -1.49486
H -1.66016 -0.21546 1.06789
C -1.10397 1.29977 -2.13932
O -1.46225 0.69550 1.37694
H 0.21026 1.63580 3.21197
C 0.56854 0.80621 2.59558
H 1.82456 -2.56199 -0.02341
O -0.95637 -1.65130 0.19302
H 0.33523 -0.12770 3.10570
H 2.17247 -0.94032 0.60181
H -1.44906 1.55783 -1.14118
C -0.68560 -0.16717 -2.17674
C 1.42724 -1.72767 0.54947
H 0.19010 1.57437 0.65727
H -1.90540 1.47480 -2.85370
C 0.15787 -1.24721 -0.11740
H 1.19759 -2.06870 1.55404
N 0.37047 -0.46128 -1.22918
H -1.53710 -0.79636 -1.90804
H 1.64641 0.89056 2.46638
H -0.34950 -0.44284 -3.18181

Mulliken atomic charges, in units of e: 0.29, -0.16, 0.23, 0.37, -1.10, -0.45, 0.32, -0.94, 0.41, -0.79, 0.29, 0.36, 0.28, -0.44, -1.43, 0.19, 0.37, 1.07, 0.29, -0.15, 0.30, 0.31, 0.38

***

Version C
The following is a quantum chemistry calculation of a 2-piece molecular cluster, C5H14N2O2 overall, from the Open Molecules 2025 dataset.

Properties
**SMILES**: CNCCN(C)C=O.O

Geometry (Å):
H -2.53858 -0.09561 1.29382
C -0.45786 -1.57998 -1.47726
N 0.54115 1.33549 -0.04071
H 1.39243 0.58207 1.68756
H 0.52107 -1.70715 -1.92876
H -0.33932 0.31940 1.57217
H 2.55070 1.92396 0.18411
O -1.72209 1.22628 -0.30037
O -3.24110 -0.36164 1.90385
C -0.65561 1.70746 -0.58963
H -1.13485 -0.78874 -1.69959
H -2.81600 -0.86028 2.62608
H 2.27259 1.07294 -1.29281
H -0.45385 2.59662 -1.24394
C 1.80611 1.76179 -0.56316
C 0.91410 -1.10225 0.45578
H -0.99834 -2.02569 0.51707
N -0.17616 -1.92790 -0.05548
C 0.58462 0.30213 1.00213
H -0.89174 -2.48914 -1.89653
H 1.29130 -1.71552 1.29702
H 1.61455 -0.88544 -0.33251
H 1.93690 2.71118 -1.11884

Mulliken atomic charges, in units of e: 0.33, -0.90, 0.18, 0.38, 0.33, 0.26, 0.33, -0.52, -0.67, 0.04, 0.24, 0.32, 0.35, 0.27, -0.94, -0.76, 0.26, -0.30, -0.63, 0.41, 0.33, 0.38, 0.32

***

Version D
The following is a quantum chemistry calculation of a 2-piece molecular cluster, C5H14N2O2 overall, from the Open Molecules 2025 dataset.

Properties
**SMILES**: CN[C@@H](C)O.C/C=N/O

Geometry (Å):
H -0.76568 1.25316 -1.81418
H 1.76820 0.23354 1.82666
O 1.51905 0.93334 -0.80113
C 0.09252 1.44050 -2.47318
C -1.62603 -1.52438 2.08601
N 0.69041 -1.54004 1.28390
H 0.87178 -0.58031 3.13752
C -0.64401 -1.07384 0.99771
H 1.22606 -1.62697 0.43593
N 1.28223 1.31508 -2.08271
H -0.94894 -1.49924 0.03484
H 2.35040 -1.30209 2.49351
C -0.19854 1.85452 -3.86991
H 0.67168 0.78595 -0.31357
O -0.72211 0.33745 0.79086
H -0.77104 2.78137 -3.87140
H -0.79602 1.09174 -4.36798
H -2.05637 -2.48706 1.82214
H 0.72998 2.00092 -4.41316
H -2.42991 -0.79797 2.19136
H -0.58799 0.77546 1.64022
H -1.11130 -1.63299 3.03726
C 1.45562 -0.73812 2.22930

Mulliken atomic charges, in units of e: 0.28, 0.26, -0.29, 0.13, -1.12, -0.33, 0.32, 0.08, 0.33, -0.39, 0.36, 0.34, -0.92, 0.36, -0.57, 0.26, 0.26, 0.33, 0.27, 0.32, 0.31, 0.29, -0.89

***

Each structure's energy above the most stable one, in hartree: version A 0.0000; version B 0.0149; version C 0.0085; version D 0.0453.

***

Version A
The following is a quantum chemistry calculation of a 2-piece molecular cluster, C2H2OS overall, from the Open Molecules 2025 dataset.

Properties
**SMILES**: C#C.O=S

Geometry (Å):
H -1.42618 -1.46703 -0.13463
C -1.06139 -0.40623 -0.14520
H -0.56728 1.71750 0.00542
S 2.27139 0.34867 0.10475
O 1.53398 -0.92096 0.18857
C -0.75051 0.72805 -0.01892

Mulliken atomic charges, in units of e: 0.35, -0.24, 0.48, 0.24, -0.26, -0.57

***

Version B
The following is a quantum chemistry calculation of a single C2H2OS molecule, from the Open Molecules 2025 dataset.

Geometry (Å):
O -1.22314 1.46494 -0.00686
S -1.50780 -1.26680 0.00374
C -0.62965 0.43726 0.01686
C 0.72648 -0.03365 -0.01614
H 1.22234 -0.42825 -0.85818
H 1.41177 -0.17350 0.86059

Mulliken atomic charges, in units of e: -0.43, -0.19, 0.56, -0.51, 0.31, 0.26

***

Version C
The following is a quantum chemistry calculation of a single C2H2OS molecule, from the Open Molecules 2025 dataset.

Geometry (Å):
O -4.53568 0.35795 0.23750
H 0.53542 -0.67352 0.64813
C -0.27603 -0.11296 0.02309
C -1.59494 0.02078 0.18484
S -3.22319 -0.27625 -0.25654
H 0.23179 0.62600 -0.63843

Mulliken atomic charges, in units of e: -0.48, 0.24, -0.31, -0.01, 0.35, 0.22

***

Each structure's energy above the most stable one, in hartree: version A 0.0541; version B 0.0000; version C 0.0254.

***

Version A
The following is a quantum chemistry calculation of a single C2H5N3OS molecule, from the Open Molecules 2025 dataset.

Properties
**SMILES**: [H]/N=C(\N)OC(N)=S

Geometry (Å):
N -1.62208 -1.38726 -0.09295
O 0.52361 -0.78587 0.00877
C -0.80348 -0.28518 0.00051
H -2.59676 -1.29154 0.20221
C 1.62360 -0.01394 -0.00077
H -2.14423 0.98096 0.00128
H -1.25079 -2.32435 0.04668
H 0.55811 1.72348 -0.11169
H 2.29903 1.91245 -0.06356
N -1.12259 0.92876 0.04176
N 1.47146 1.36443 -0.03364
S 3.06412 -0.82193 0.00141

Mulliken atomic charges, in units of e: -0.43, -0.28, 0.60, 0.23, 0.23, 0.23, 0.25, 0.26, 0.18, -0.65, -0.26, -0.36

***

Version B
The following is a quantum chemistry calculation of a single C2H5N3OS molecule, from the Open Molecules 2025 dataset.

Properties
**SMILES**: [H]/N=C1\NOCSN1

Geometry (Å):
H 2.01271 1.40552 1.12911
C 0.39117 0.49437 0.84067
N 1.33559 0.98886 1.74001
N -0.73373 -0.07831 1.12082
H -1.34252 -1.25660 -2.19097
H -1.05597 0.00822 2.11314
S -1.82603 -0.35330 -0.03874
O 0.16401 -0.03073 -1.62181
C -0.73371 -1.00137 -1.21097
H 1.30370 1.41848 -0.61782
H -0.37647 -1.95203 -0.81040
N 0.86124 0.35689 -0.45304

Mulliken atomic charges, in units of e: 0.19, 0.43, -0.72, -0.18, 0.29, 0.29, -0.06, -0.21, -0.29, 0.29, 0.29, -0.33

***

Each structure's energy above the most stable one, in hartree: version A 0.0000; version B 0.1632.

***

Version A
The following is a quantum chemistry calculation of a single C2H5N3OS molecule, from the Open Molecules 2025 dataset.

Properties
**SMILES**: [H]/N=C(/C=N\O)NS

Geometry (Å):
N 0.22194 0.83091 -0.52880
O 0.66428 0.64260 1.89319
S 1.07996 1.04584 -2.08597
C -0.61744 -0.31158 -0.45205
C -1.02121 -0.51442 0.87974
H 1.03070 0.94519 2.85646
H 1.61131 -0.23198 -2.20943
H -1.66238 -1.31963 1.14311
H -0.67790 -0.83613 -2.39211
H 1.01657 0.88271 0.34201
N -1.16210 -1.06007 -1.42245
N -0.48371 -0.07343 1.97630

Mulliken atomic charges, in units of e: -0.38, -0.38, -0.21, 0.52, -0.07, 0.36, 0.15, 0.40, 0.24, 0.42, -0.63, -0.41

***

Version B
The following is a quantum chemistry calculation of a 2-piece molecular cluster, C2H5N3OS overall, from the Open Molecules 2025 dataset.

Properties
**SMILES**: NC(=O)NS.C#N

Geometry (Å):
C -1.22301 -0.45060 -0.09224
S -0.02161 -2.80936 0.70939
H -1.72409 1.11646 -1.35728
N -0.09630 -1.20680 0.18453
N 1.72803 1.36313 0.19616
N -1.00604 0.61165 -0.90617
C 2.15973 2.34198 0.58986
H 0.82341 -0.75125 0.30457
H 2.57177 3.17557 1.06121
H -0.84872 -3.45733 -0.27181
H -0.06811 0.88221 -0.83795
O -2.29506 -0.81565 0.41973

Mulliken atomic charges, in units of e: 0.53, -0.17, 0.20, -0.26, -0.37, -0.28, -0.08, 0.31, 0.33, 0.13, 0.26, -0.61

***

Each structure's energy above the most stable one, in hartree: version A 0.1064; version B 0.0000.